[1]
Density functional theory data (the ωB97M-V functional and the def2-TZVPD basis) for a structure of composition C18H25Br2N3O3PSZr.

Positions of all 54 atoms, in Å:
Zr (-0.08, 0.10, -0.58)
C (1.89, -2.51, 0.88)
C (1.54, -1.44, 1.87)
C (2.05, -1.49, 3.17)
C (1.73, -0.52, 4.09)
C (0.87, 0.54, 3.73)
C (0.44, 1.59, 4.58)
Br (1.04, 1.68, 6.35)
C (-0.41, 2.56, 4.11)
C (-0.88, 2.52, 2.78)
Br (-2.05, 3.84, 2.16)
C (-0.49, 1.51, 1.95)
O (-0.89, 1.36, 0.65)
C (0.40, 0.53, 2.41)
N (0.74, -0.44, 1.48)
H (1.86, -3.49, 1.36)
H (2.91, -2.36, 0.51)
H (1.21, -2.53, 0.03)
H (2.69, -2.32, 3.45)
H (2.13, -0.57, 5.10)
H (-0.73, 3.36, 4.76)
N (3.93, -0.18, -2.32)
C (4.29, 0.40, -1.13)
C (3.15, 0.52, -0.41)
N (2.09, 0.02, -1.16)
C (2.62, -0.39, -2.32)
H (4.56, -0.41, -3.08)
H (5.31, 0.67, -0.90)
H (3.01, 0.92, 0.58)
H (2.08, -0.83, -3.14)
C (-3.54, -2.05, -2.44)
P (-2.57, -2.35, -0.98)
C (-3.51, -1.97, 0.49)
C (-2.03, -4.05, -0.95)
O (-1.29, -1.42, -1.03)
H (-4.41, -2.70, -2.43)
H (-2.95, -2.27, -3.33)
H (-3.88, -1.01, -2.46)
H (-4.40, -2.60, 0.51)
H (-3.81, -0.92, 0.47)
H (-2.91, -2.16, 1.38)
H (-2.91, -4.70, -0.93)
H (-1.44, -4.24, -0.06)
H (-1.45, -4.28, -1.84)
C (-0.95, 3.13, -4.04)
S (-1.24, 2.79, -2.32)
C (-0.27, 4.08, -1.56)
O (-0.40, 1.48, -2.07)
H (0.12, 3.18, -4.23)
H (-1.43, 4.08, -4.26)
H (-1.42, 2.34, -4.62)
H (-0.75, 5.02, -1.82)
H (0.75, 4.05, -1.94)
H (-0.33, 3.94, -0.48)

Properties
**Energy above the lowest of the compared OMol25 structures with the same formula, charge and spin**: 1.3 kJ/mol
**LUMO energy**: -9.1 eV
**HOMO**: -16.09 eV
**Multiplicity**: 1
**Charge**: +3

***

[2]
Density functional theory data (the ωB97M-V functional and the def2-TZVPD basis) for a cluster of 2 separate species, C18H25F2IN3Si in total.

Positions of all 50 atoms, in Å:
C (-0.95, 1.11, -3.44)
Si (0.80, 1.77, -3.02)
C (1.35, 2.71, -4.58)
C (0.79, 3.04, -1.59)
C (1.46, 2.53, -0.27)
C (0.51, 2.47, 0.97)
F (1.32, 2.35, 2.08)
F (-0.30, 3.54, 1.07)
C (-0.28, 1.14, 0.94)
N (0.26, 0.01, 1.42)
C (-0.71, -0.97, 1.25)
C (-1.82, -0.41, 0.67)
N (-1.50, 0.94, 0.46)
I (-2.83, 2.22, -0.43)
C (1.88, 0.25, -2.70)
C (3.28, 0.48, -2.54)
C (4.13, -0.61, -2.26)
C (3.55, -1.88, -2.14)
C (2.19, -2.14, -2.31)
C (1.33, -1.05, -2.59)
H (-1.63, 1.91, -3.78)
H (-0.80, 0.44, -4.32)
H (-1.38, 0.48, -2.65)
H (2.44, 2.69, -4.74)
H (0.83, 2.33, -5.48)
H (1.00, 3.76, -4.46)
H (1.35, 3.94, -1.91)
H (-0.26, 3.33, -1.42)
H (1.92, 1.53, -0.34)
H (2.27, 3.23, 0.00)
H (1.18, -0.10, 1.81)
H (-0.64, -2.02, 1.51)
H (-2.76, -0.92, 0.44)
H (3.65, 1.51, -2.64)
H (5.20, -0.39, -2.12)
H (4.22, -2.72, -1.89)
H (1.74, -3.13, -2.22)
H (0.25, -1.22, -2.72)
C (-1.50, -2.06, 4.55)
C (-2.97, -2.12, 4.12)
C (-3.83, -2.95, 5.07)
C (-3.34, -4.34, 5.11)
N (-2.95, -5.43, 5.14)
H (-1.04, -3.05, 4.55)
H (-0.93, -1.43, 3.87)
H (-1.41, -1.64, 5.55)
H (-3.02, -2.53, 3.11)
H (-3.37, -1.10, 4.07)
H (-4.87, -2.96, 4.73)
H (-3.81, -2.54, 6.08)

Properties
**LUMO energy**: -4.9 eV
**HOMO**: -11.98 eV
**Multiplicity**: 1
**Charge**: +1

***

[3]
Density functional theory data (the ωB97M-V functional and the def2-TZVPD basis) for the molecule C18H25F3N4O4.

Positions of all 54 atoms, in Å:
C (1.62, 5.83, 0.22)
C (0.51, 5.02, 0.89)
C (0.97, 3.61, 1.24)
C (-0.10, 2.82, 1.91)
N (-0.27, 2.81, 3.29)
C (-1.26, 2.02, 3.49)
O (-1.80, 1.48, 2.38)
C (-1.05, 2.02, 1.36)
C (-1.30, 1.61, -0.03)
O (-0.78, 2.19, -0.96)
N (-2.18, 0.57, -0.17)
C (-2.40, -0.06, -1.44)
C (-1.40, -1.15, -1.79)
N (-0.03, -0.65, -1.73)
C (0.89, -0.91, -0.75)
O (1.76, -0.11, -0.46)
C (0.86, -2.29, -0.08)
N (1.70, -3.15, -0.90)
C (1.18, -3.92, -1.87)
O (0.00, -4.05, -2.12)
C (2.20, -4.72, -2.71)
F (3.47, -4.45, -2.35)
F (2.01, -6.03, -2.55)
F (2.07, -4.43, -4.00)
C (1.36, -2.23, 1.36)
C (1.41, -3.63, 1.98)
C (0.46, -1.31, 2.18)
C (-3.82, -0.24, -1.88)
C (-2.95, 0.79, -2.54)
H (1.28, 6.83, -0.03)
H (2.48, 5.93, 0.88)
H (1.95, 5.34, -0.70)
H (0.17, 5.53, 1.79)
H (-0.35, 4.95, 0.22)
H (1.28, 3.09, 0.33)
H (1.83, 3.66, 1.92)
H (-1.71, 1.74, 4.43)
H (-2.50, 0.11, 0.66)
H (-1.51, -1.99, -1.11)
H (-1.61, -1.53, -2.79)
H (0.08, 0.29, -2.08)
H (-0.13, -2.74, -0.09)
H (2.70, -3.05, -0.84)
H (2.37, -1.80, 1.35)
H (0.41, -4.08, 1.97)
H (2.08, -4.29, 1.44)
H (1.74, -3.57, 3.01)
H (-0.58, -1.66, 2.15)
H (0.78, -1.29, 3.22)
H (0.50, -0.28, 1.80)
H (-4.06, -1.14, -2.43)
H (-4.59, 0.09, -1.20)
H (-3.13, 1.83, -2.31)
H (-2.60, 0.61, -3.54)

Properties
**Energy above the lowest of the compared OMol25 structures with the same formula, charge and spin**: 35.2 kJ/mol
**SMILES**: CCCc1ncoc1C(=O)NC1(CNC(=O)[C@@H](NC(=O)C(F)(F)F)C(C)C)CC1
**LUMO energy**: 0.5 eV
**HOMO**: -9.48 eV
**Multiplicity**: 1